Entry 1:
16
Properties=species:S:1:pos:R:3:forces:R:3:mulliken_charge:R:1 method="wB97M-V/def2-TZVPD" homo_lumo_gap_ha=0.374 charge=+1 total_energy_ev=-6260.8854 lumo_ev=-3.37
H 0.30786 -1.86498 0.88634 0.9 1.8 -1.5 0.291
H 1.78181 -0.85979 0.71105 1.3 0.2 0.5 0.420
H -2.07192 -0.57074 0.95260 -0.2 -1.4 0.5 0.321
H 0.40485 1.21116 1.59243 -1.0 -2.0 -0.3 0.278
C 0.46852 0.69621 -1.81494 0.8 -0.8 2.5 -0.873
H -1.98269 0.96937 0.76548 0.4 0.6 0.8 0.377
H -0.53485 1.11241 -1.84547 0.2 0.3 -1.0 0.279
C 0.74116 -0.81036 0.56186 -1.6 -1.1 0.0 -0.401
H 0.81844 -1.29124 -1.55565 -1.1 1.2 2.1 0.253
H -0.05401 -0.16212 2.64067 -0.4 -0.7 -0.3 0.358
H -1.07593 0.06890 -0.31029 -0.1 -1.1 2.3 0.323
N 0.42305 -0.51545 -0.92435 0.1 -3.0 -0.6 -0.495
C -0.01044 0.11037 1.58912 0.1 2.6 -3.2 -0.437
H 1.03912 0.41090 -2.67986 -0.8 0.0 -0.9 0.381
N -1.39647 0.13838 0.78688 1.0 1.8 -1.5 -0.409
H 1.14149 1.35698 -1.35587 0.7 1.7 0.6 0.331

=====

Entry 2:
143
Properties=species:S:1:pos:R:3:forces:R:3:mulliken_charge:R:1 method="wB97M-V/def2-TZVPD" homo_lumo_gap_ha="0.138 / 0.239" charge=-2 multiplicity=2 total_energy_ev=-241786.5760 lumo_ev="3.60 / 3.60"
H 6.37884 0.26033 -1.57804 0.1 0.2 -0.1 0.252
C 2.90754 3.68194 -1.23333 0.2 -0.8 0.3 -1.095
H 1.76709 3.27003 2.49236 -0.1 -0.1 0.3 -0.036
H 7.08932 0.58542 1.97228 0.1 0.3 0.1 0.351
C 0.35592 -0.67612 -4.31809 0.0 0.0 0.4 0.596
H 3.74931 3.62454 -1.91774 0.2 -0.1 -0.1 0.345
H 5.74551 3.26485 0.68568 0.2 -0.1 -0.1 0.317
H -2.80406 6.60738 -4.39493 0.0 0.1 -0.1 0.432
C -3.96554 4.28707 -1.97786 0.3 0.3 -0.3 0.859
H -2.74199 1.54802 -3.26750 0.0 0.0 0.0 0.272
C -2.61547 -5.41301 5.29874 0.2 0.1 -0.2 -0.545
H -1.37715 -8.54955 -0.81920 0.0 0.0 0.0 0.347
H 2.05689 3.19900 -1.70978 -0.1 -0.1 -0.1 -0.036
H 2.65295 4.73245 -1.11171 0.0 0.1 0.3 0.442
C -5.01001 5.10963 -2.37119 0.0 -0.4 0.4 -0.739
C -3.32198 -6.30934 0.79331 -0.2 0.0 0.1 -0.700
C -4.37602 -3.95970 4.99966 0.2 0.5 -0.5 -0.850
H -5.71596 -1.86334 3.70990 -0.1 0.0 0.0 0.298
C -4.94466 -0.49787 2.25729 0.3 -0.3 0.1 0.578
H -1.98177 4.02083 1.21745 -0.1 0.1 -0.1 0.522
C 2.34258 -1.43845 4.37196 -0.1 0.4 -0.5 -1.383
H 4.88003 4.76920 0.95546 -0.2 0.2 -0.1 0.400
H -0.90302 0.71058 -9.34181 0.0 0.0 -0.1 0.361
C 4.22853 -1.06726 -4.11729 0.1 0.0 -0.1 -1.040
H -1.48982 2.22318 6.52325 0.0 0.0 -0.2 0.294
C -3.86991 -5.06687 5.69837 0.3 -0.4 0.1 -0.481
H -2.21948 0.75385 -4.76355 0.0 0.0 0.1 0.506
C 4.93399 -2.58109 0.80987 -0.1 0.7 -0.1 -1.145
H -5.34036 6.78385 -3.74301 -0.1 0.1 -0.1 0.378
H 2.29425 -1.41172 5.45620 0.0 0.1 0.3 0.397
O -1.17515 1.66196 5.80489 0.0 -0.1 0.2 -0.479
H -6.98522 0.00253 2.75065 0.0 0.0 0.0 0.385
C -6.12951 0.28939 2.14908 -0.3 0.3 -0.1 -1.093
C -2.05953 3.50515 4.55730 0.0 -0.1 0.2 -0.824
N 0.42344 -3.99246 -0.68312 0.5 -1.3 0.7 -0.964
C -2.85196 -7.53803 0.35947 -0.1 -0.1 0.1 -0.452
H -2.38541 3.96920 5.48230 0.0 0.0 0.0 0.273
C -0.87347 -3.92947 -0.85840 0.3 -0.3 -0.6 0.071
C -0.97473 1.67328 3.43187 -0.1 -0.1 0.3 0.227
C 1.84273 3.69874 1.50044 0.5 -0.5 -0.2 -0.684
N -2.76511 1.33356 -0.10953 0.7 -0.1 -0.3 0.898
H 7.33458 -1.11853 -1.05240 0.1 -0.1 0.2 0.515
C -4.65002 6.06540 -3.32789 0.4 0.3 -0.4 -0.474
H -0.06931 -1.63545 -4.01542 0.1 0.0 0.0 0.693
H -1.99408 -6.20913 5.66013 0.1 -0.2 0.1 0.459
Ge 3.26588 0.43072 1.08871 0.5 0.0 -1.1 0.957
C -1.74048 -7.59122 -0.46546 0.0 -0.2 0.0 -0.645
C -2.26924 4.13105 3.34110 0.1 0.1 0.0 -1.026
C 2.15065 -3.03990 -1.76285 -0.6 -0.8 0.2 -2.493
H -2.72144 -0.21725 -3.35778 -0.1 0.0 0.0 0.277
H -0.80819 1.84617 1.32981 0.0 0.0 -0.1 0.684
H 3.17975 -2.06978 4.09243 0.3 -0.1 -0.1 0.276
Si 3.24128 2.86002 0.49104 0.0 1.3 0.3 0.757
H 2.89040 2.47815 4.98396 0.2 0.0 -0.1 0.403
H -0.23219 -6.45749 -1.48149 0.1 0.0 0.0 0.417
C -1.46279 -0.43738 -7.61874 -0.1 0.0 -0.1 -0.623
Si 5.42758 -0.73619 0.56841 0.9 -0.8 0.0 1.177
O 0.91236 0.42147 2.81438 0.2 -0.1 -0.6 -0.123
C 6.32193 -0.73199 -1.14316 -0.6 0.3 0.4 -1.324
H 1.80135 0.82530 -6.03025 0.0 0.0 0.0 0.414
H -7.08676 1.96102 1.26467 0.0 0.0 0.0 0.396
C 0.03981 -0.34791 -5.72098 -0.1 0.1 -0.4 0.062
H -1.65705 -2.40105 2.42774 0.1 0.0 0.0 -0.001
C 6.95119 -0.46604 1.74204 -0.7 0.2 -0.2 -1.439
C -1.82569 3.54119 2.17193 0.0 0.0 -0.2 -0.651
S -2.50098 4.74643 -2.83774 -0.6 0.2 0.0 -0.024
C 4.43352 0.55958 3.89835 -0.4 -0.1 -0.5 -1.850
H -3.07425 -4.18110 0.72191 -0.1 0.1 0.0 0.627
Si 2.51127 0.32100 3.63429 0.6 -0.3 0.8 2.281
H 2.34848 -4.00697 -2.24954 -0.1 0.0 0.2 0.174
C -5.06265 1.74590 0.53482 0.3 0.3 -0.4 0.881
C -3.86265 0.97123 0.60987 -0.6 -0.1 0.3 -0.367
C -1.12483 -0.81439 -6.33204 0.1 -0.1 0.1 -0.366
H -5.34855 -3.53882 5.18218 -0.2 0.1 0.0 0.426
C -3.49979 -3.44623 4.06306 0.2 -0.8 0.6 0.634
H 4.97058 -0.30875 3.54494 0.2 -0.3 -0.1 0.156
H 0.88696 3.54782 1.01009 -0.2 -0.1 -0.1 -0.069
O -0.63066 -0.58314 4.09192 0.0 -0.1 0.0 -0.676
C -2.20857 0.69074 -3.67368 0.0 -0.1 0.0 -1.197
C -3.66541 -2.31989 3.19801 -0.2 0.8 -0.7 0.362
C 3.61398 -2.10907 -3.44994 -0.1 0.0 0.2 -0.943
H -6.01732 3.42354 -0.37049 -0.1 0.0 0.0 0.284
C 4.85884 3.69855 1.13726 -0.4 -0.6 -0.2 -1.384
H 4.72096 -1.24227 -5.06430 0.0 0.0 0.0 0.291
H -3.34792 -8.45192 0.66589 0.0 0.0 0.0 0.360
C -3.97084 3.20331 -1.06040 0.3 -0.3 0.2 0.054
N 1.17100 -2.90697 -0.95420 0.6 0.2 -0.9 0.881
C 0.54353 0.85504 -7.76091 0.0 0.1 -0.2 -0.672
C -1.56618 -5.18605 -0.41000 -0.1 -0.1 0.0 -0.002
C 2.94970 -0.64411 -1.63278 0.2 -0.1 -0.3 1.065
C -5.10702 2.84191 -0.30725 -0.1 -0.2 0.2 -1.354
H 1.20645 1.49978 -8.32579 0.0 0.0 0.0 0.380
H 1.20183 2.30586 4.56073 -0.2 0.2 0.0 0.116
H 4.64884 1.03435 -4.07456 0.0 0.1 0.1 0.333
H -4.18797 -6.26460 1.44063 0.0 0.0 0.1 0.442
H 3.57295 1.36300 -1.86677 0.1 0.1 0.0 -0.915
C -1.10095 -6.42387 -0.84051 0.1 0.0 -0.1 -0.239
H 4.93314 3.54572 2.20923 0.0 0.0 0.3 0.344
H -4.41075 -5.58241 6.47643 0.0 -0.1 0.1 0.385
C -1.16926 2.32300 2.22614 0.0 0.0 0.3 0.255
H 4.79401 1.41287 3.33197 0.2 0.3 -0.1 0.294
C 2.08060 1.75911 4.87820 -0.1 -0.3 -0.5 -1.310
C 4.18962 0.20022 -3.55731 0.0 0.0 -0.1 -0.248
H -0.13898 3.16981 -3.39772 0.0 -0.1 0.0 0.304
H 1.43184 -1.90628 4.01823 -0.2 -0.1 0.0 0.197
H 1.43439 -0.70335 -4.16170 0.0 0.0 0.1 -1.038
C -2.69505 -5.14000 0.39957 0.1 0.1 -0.1 -0.198
H -0.15649 2.30971 -4.94984 0.0 0.0 0.1 0.415
C -0.22139 0.37341 3.47914 -0.6 0.3 0.5 -0.857
H 1.31496 2.32582 -3.95548 0.0 0.0 0.0 0.280
C 0.87485 0.48233 -6.47236 0.1 -0.1 0.1 -0.273
H -1.76411 -1.49331 -5.78484 -0.1 0.0 0.1 0.457
C -2.82447 2.39593 -0.85532 -0.2 0.2 0.0 -1.135
H 4.69592 0.71668 4.93923 -0.1 0.1 0.4 0.562
O -1.53097 -3.03313 -1.44065 -0.7 -0.1 -0.3 -0.891
H -1.89209 2.67651 -1.34939 0.0 -0.1 -0.1 0.657
H 1.98996 4.77056 1.60982 0.2 0.2 -0.1 0.566
H 4.01251 -2.77223 0.26529 -0.2 -0.1 -0.1 0.111
Rb -0.53018 -1.06888 -0.16897 0.2 1.4 0.9 0.403
C 0.22537 2.28945 -3.92843 0.0 -0.2 0.2 -1.410
H 1.86879 1.36815 5.87074 0.0 -0.2 0.2 0.368
H 4.73907 -2.79987 1.85688 -0.1 0.0 0.2 0.335
H 5.68382 -3.28363 0.45063 0.2 0.0 -0.1 0.399
H 6.81811 -0.99343 2.67956 0.0 -0.1 0.2 0.406
C -0.63533 0.41006 -8.33787 0.0 0.0 -0.1 -0.495
H 3.61428 -3.09785 -3.89458 0.0 0.0 0.0 0.308
C -2.60364 -1.87291 2.37377 -0.4 -0.3 0.4 -0.442
H -2.75642 5.09674 3.32108 -0.1 0.0 -0.1 0.378
N -2.65320 -0.85852 1.56337 0.0 0.0 0.1 1.192
C -3.80347 -0.14354 1.47234 -0.3 0.3 0.0 -0.440
C -1.42359 2.27166 4.61382 -0.1 0.2 -0.3 1.314
H -2.37959 -0.80261 -8.06301 0.0 0.0 0.0 0.383
C -6.18482 1.36242 1.33182 -0.3 -0.3 0.3 -1.055
C 2.93752 -1.92867 -2.23936 0.2 0.7 -0.1 1.360
C 3.58129 0.39009 -2.32988 -0.1 0.2 0.0 0.578
H 5.78537 -1.36143 -1.84462 -0.1 -0.1 -0.2 0.250
As -0.36923 0.64345 -2.98825 0.1 0.5 -0.9 0.508
H -6.01070 5.00923 -1.99030 -0.2 -0.1 0.1 0.397
C -4.85696 -1.58804 3.11122 0.4 -0.1 -0.1 -1.016
H 7.87067 -0.82669 1.28815 0.0 -0.1 -0.3 0.404
O 2.36362 -0.41992 -0.46288 0.0 0.3 1.0 -0.055
C -3.33777 6.00310 -3.68759 0.1 -0.1 0.1 -0.626
S -2.02477 -4.38210 4.04905 -0.6 0.0 0.4 0.046

=====

Entry 3:
17
Properties=species:S:1:pos:R:3:forces:R:3:mulliken_charge:R:1 method="wB97M-V/def2-TZVPD" homo_lumo_gap_ha=0.371 total_energy_ev=-8428.8830 lumo_ev=1.16
H 0.36781 2.81595 -1.05043 0.1 -0.8 0.0 0.319
H -1.01040 -1.65101 -1.20253 0.4 1.3 0.2 0.336
C 1.38617 -0.51082 0.89105 0.1 -0.2 0.2 -0.496
H -1.21979 0.21553 1.24899 -0.1 -0.2 0.3 0.137
O 1.01373 0.75688 0.41126 0.2 -0.2 -0.3 -0.415
C 0.17890 -1.41238 0.68643 0.1 0.1 0.2 -0.156
H 2.24062 -0.87167 0.29820 -0.1 -0.2 0.2 0.306
H -2.00638 -1.44887 1.18832 0.1 0.0 0.1 0.307
C -1.18763 -0.80903 0.88727 -0.3 0.1 0.6 -0.675
H 0.62353 -0.11377 -1.49275 2.6 1.1 -1.7 0.400
C -0.31758 1.94697 -1.09401 -0.3 -0.5 -0.1 -1.160
H -1.08158 2.13370 -0.33105 -0.1 0.1 -0.2 0.271
H 0.32922 -2.46934 0.90503 -0.1 0.2 -0.3 0.392
H -0.77327 1.94667 -2.08302 -0.1 0.0 0.0 0.331
C 0.31175 0.59608 -0.77264 -2.4 -1.7 0.4 0.014
H 1.68000 -0.39777 1.93581 0.0 0.0 -0.1 0.308
C -0.62519 -0.90464 -0.46874 -0.1 1.1 0.4 -0.220